[1]
# C4H14N2O

A 2-piece molecular cluster, C4H14N2O overall at a distorted geometry (ωB97M-V with the def2-TZVPD basis set, OMol25).

Geometry (Å):
C 1.32970 0.05781 1.48292
N 0.73743 -0.01610 0.09427
C 1.73746 0.07327 -0.90523
C -0.35437 0.91074 0.13282
C -1.65613 0.51342 -0.63512
N -1.43468 0.11682 -1.93708
H 1.37492 1.13318 1.85057
H 0.77035 -0.59302 2.17103
H 2.40900 -0.49695 1.75974
H 2.09457 1.14887 -1.16846
H 1.23983 -0.37522 -1.81624
H 2.68882 -0.41271 -0.64697
H -0.48099 1.02024 1.28734
H -0.08451 2.06178 -0.30607
H -2.31896 -0.21082 -0.19280
H -2.26907 1.46268 -0.72861
H -0.78736 0.77017 -2.32064
H -1.05780 -0.78041 -2.04390
O -1.31079 -2.15303 1.68918
H -1.78149 -2.74775 1.11438
H -0.84592 -1.48297 1.11888

Summary:
- Structure (SMILES): CN(C)CCN.O
- Spin multiplicity: 1
- ΔE to the lowest compared entry with this formula, charge and spin: 310.7 kJ/mol
- Frontier orbital gap: 0.3589 Eh
- HOMO: -8.82 eV

---

[2]
# C6H14N5

A 2-piece molecular cluster, C6H14N5 overall at a distorted geometry (ωB97M-V with the def2-TZVPD basis set, OMol25).

Geometry (Å):
C 1.56986 -0.90001 1.86567
C 2.10453 -0.51843 -1.58800
C 2.12384 -0.47009 0.56123
C 2.95970 0.54202 0.14841
N 1.45812 -1.00335 -0.53669
N 2.93088 0.50410 -1.23215
H 2.06471 -0.78757 -2.62673
H 3.50971 1.02091 -1.87086
H 3.51872 1.22183 0.76337
H 1.38238 -0.11569 2.62815
H 2.39075 -1.29454 2.50896
H 0.69449 -1.48264 1.68966
C -3.07403 0.37603 1.32200
C -1.77833 0.21721 -0.73981
N -2.85252 0.77686 -0.09478
N -0.98794 1.09464 -1.38182
N -1.59786 -1.05961 -0.87813
H -3.12725 1.69082 -0.42706
H -1.01121 2.09359 -1.46889
H -0.25987 0.70389 -1.98875
H -2.21178 -1.68836 -0.37250
H -0.80695 -1.57961 -1.27565
H -3.75499 -0.47036 1.46370
H -3.13089 1.22445 1.98266
H -2.11407 -0.09609 1.54802

Summary:
- Spin multiplicity: 1
- ΔE to the lowest compared entry with this formula, charge and spin: 114.0 kJ/mol
- Frontier orbital gap: 0.3279 Eh
- HOMO: -11.69 eV
- Net charge: +1

---

[3]
# C9H11N2O3

An isolated ion of composition C9H11N2O3 and charge +1 at a distorted geometry (ωB97M-V with the def2-TZVPD basis set, OMol25).

Geometry (Å):
C -4.07015 -0.81372 -0.12038
O -2.89182 -0.00874 -0.15126
C -1.74366 -0.66159 -0.02425
O -1.63148 -1.86263 0.13374
C -0.56420 0.18962 -0.08278
C 0.68263 -0.34953 -0.01290
N 1.11199 -1.61167 0.15522
C 2.43412 -1.89519 0.23281
C 3.39498 -0.93916 0.11837
C 3.06460 0.43162 -0.11411
C 1.76469 0.75654 -0.17945
N 1.03685 1.98682 -0.42322
C -0.51778 1.68579 -0.18931
O -0.89586 2.39080 0.90833
H -4.89413 -0.13967 0.09290
H -3.97898 -1.58092 0.65098
H -4.20243 -1.29786 -1.08803
H 0.37470 -2.31735 0.22406
H 2.68303 -2.93162 0.39529
H 4.43183 -1.21385 0.19726
H 3.85906 1.15183 -0.23497
H 1.28653 2.74832 0.22403
H 1.19563 2.32206 -1.37930
H -1.05048 2.09843 -1.05233
H -0.87967 1.86166 1.71932

Summary:
- Structure (SMILES): COC(=O)C1=C2NC=CC=C2[NH2+][C@@H]1O
- Spin multiplicity: 1
- ΔE to the lowest compared entry with this formula, charge and spin: 0.0 kJ/mol
- Frontier orbital gap: 0.3056 Eh
- HOMO: -11.78 eV
- Net charge: +1

---

[4]
# C31H33N3O4

A 2-piece molecular cluster, C31H33N3O4 overall at a distorted geometry (ωB97M-V with the def2-TZVPD basis set, OMol25).

Geometry (Å):
C 1.43049 -4.06187 0.32415
C 2.59181 -3.71228 -0.59336
C 3.95282 -4.04218 0.03086
O 2.49333 -4.40876 -1.83917
C 1.45341 -3.99245 -2.65745
O 1.03856 -4.75567 -3.51101
C 0.94382 -2.66287 -2.44327
C -0.18312 -2.21437 -3.27224
C -1.47650 -2.60551 -2.59370
C -2.00215 -1.76679 -1.61297
C -3.16653 -2.12789 -0.95023
C -3.73072 -3.38217 -1.19640
C -4.92317 -3.76733 -0.51498
N -5.91109 -4.07952 0.02844
C -3.15412 -4.26684 -2.11554
C -1.99330 -3.88707 -2.78469
C 1.61258 -1.76237 -1.56728
O 1.34873 -0.57905 -1.44017
O 2.65282 -2.28532 -0.83256
H 0.45644 -3.79482 -0.11419
H 1.48851 -5.13932 0.51764
H 1.59087 -3.52746 1.26559
H 4.75574 -3.77536 -0.65751
H 4.07417 -3.47029 0.94911
H 4.02747 -5.09757 0.27938
H -0.13626 -1.12425 -3.37497
H -0.12514 -2.76348 -4.21822
H -1.44863 -0.86756 -1.34835
H -3.64668 -1.44367 -0.25141
H -3.62482 -5.23835 -2.30427
H -1.44819 -4.59213 -3.42265
C -3.53226 -0.55410 5.00426
N -3.69301 0.62957 4.19024
C -4.66954 1.59440 4.66264
C -2.85090 0.90793 3.11722
C -3.43103 0.96232 1.81881
C -2.61921 1.11394 0.72417
C -1.25108 1.49933 0.87527
C -0.53204 1.81516 -0.29735
C 0.61834 2.61378 -0.44996
C 1.31368 2.49390 -1.69357
C 2.43587 3.23284 -1.95025
C 2.88145 4.20796 -1.00594
N 4.05211 4.89306 -1.28271
C 4.14567 6.33626 -1.24622
C 5.28609 4.17249 -1.53258
C 2.13412 4.42495 0.18447
C 1.05953 3.59821 0.48463
C -0.67813 1.45976 2.17776
C -1.45002 1.09441 3.27004
H -3.35060 -1.42332 4.36891
H -2.68104 -0.44171 5.68396
H -4.45731 -0.70388 5.56663
H -5.13556 2.10475 3.81718
H -5.43343 1.06651 5.24601
H -4.19313 2.35042 5.30570
H -4.51002 0.79369 1.71528
H -3.02383 0.97157 -0.28010
H -0.95223 1.42504 -1.22524
H 0.93835 1.78005 -2.43243
H 2.97233 3.11517 -2.89958
H 3.26788 6.77454 -1.72711
H 4.19800 6.70829 -0.21740
H 5.04346 6.63454 -1.79698
H 5.08155 3.24002 -2.06105
H 5.95003 4.79891 -2.13477
H 5.79379 3.91925 -0.58980
H 2.46171 5.21529 0.87141
H 0.49832 3.71961 1.40716
H 0.38263 1.66892 2.28407
H -1.01171 0.98077 4.26859

Summary:
- Spin multiplicity: 1
- ΔE to the lowest compared entry with this formula, charge and spin: 428.0 kJ/mol
- Frontier orbital gap: 0.1268 Eh
- HOMO: -6.24 eV

---

[5]
# C9H20N3O2PPt

C9H20N3O2PPt as an isolated structure at a distorted geometry (ωB97M-V with the def2-TZVPD basis set, OMol25).

Geometry (Å):
Pt 0.39851 0.39921 -0.01016
H 0.91150 2.38928 -0.18517
H 0.46208 1.90479 -0.63426
P -0.22880 -0.22631 -2.26266
C 1.01509 -1.18378 -3.17306
H 0.64681 -1.29492 -4.20043
H 1.96773 -0.64659 -3.15015
H 1.13189 -2.16326 -2.69673
C -1.83711 -1.04616 -2.61241
H -2.65276 -0.42923 -2.22491
H -1.92205 -1.15960 -3.69803
H -1.85255 -2.02523 -2.12274
C -0.36510 1.36930 -3.12318
H 0.57432 1.91508 -3.03680
H -0.59052 1.17221 -4.17385
H -1.16489 1.96195 -2.67658
C 2.08617 -0.58666 0.00858
O 3.06106 -1.20302 0.02060
H -1.15673 0.95362 -0.06534
H -0.30267 -1.01137 -0.57988
C -1.44542 -0.71078 4.89608
N -0.39952 -0.02842 4.12602
C 0.59621 0.66821 4.73965
C 1.55146 1.27600 3.99312
C 1.49209 1.21513 2.60458
N 0.50242 0.54684 2.00362
C -0.46620 -0.14376 2.74728
O -1.34542 -0.83483 2.19691
N 2.43390 1.79866 1.81789
H -2.43780 -0.33964 4.60501
H -1.27394 -0.52635 5.96412
H -1.42908 -1.78826 4.68306
H 0.53980 0.67045 5.82920
H 2.34720 1.84337 4.44812
H 3.08127 2.41148 2.30473
H 2.17026 2.06667 0.87755

Summary:
- Spin multiplicity: 3
- Frontier orbital gap (alpha / beta): 0.1527 / 0.2841 Eh
- HOMO (alpha / beta): -3.88 / -7.50 eV

---

[6]
# C39H36AsGeN4O3S4W

C39H36AsGeN4O3S4W as an isolated structure (ωB97M-V with the def2-TZVPD basis set, OMol25).

Geometry (Å):
W 0.39275 0.93170 0.77816
N -0.84008 1.14033 -2.50256
N -0.95591 -0.14578 -1.98759
C -0.54223 -0.45087 -0.76358
N -0.62459 -1.74158 -0.47015
S 0.42001 -0.62964 2.22846
H -1.74061 1.47154 -2.82809
H -0.17430 1.15072 -3.26830
H -1.26700 -0.88664 -2.60859
H -0.99844 -2.41527 -1.12355
H -0.38244 -2.06565 0.44967
S 4.52676 2.85552 1.18306
C 3.44271 1.84457 0.79091
N 2.54909 1.03193 0.56368
O 0.58885 2.51551 2.01667
S 0.42464 3.86978 1.26499
O 1.53537 4.71227 1.55535
O -0.90868 4.34758 1.49538
S 0.51489 3.05735 -0.60970
C -4.16645 -2.92774 0.85460
C -4.25880 -2.02754 -0.19734
C -3.72990 -0.75149 -0.06953
C -3.09402 -0.36426 1.10885
C -3.02334 -1.26680 2.16601
C -3.55785 -2.54060 2.03928
As -2.18394 1.37352 1.20754
C -2.47646 2.03178 3.00598
C -1.87498 1.41275 4.09736
C -2.09959 1.89147 5.37781
C -2.91023 2.99920 5.57473
C -3.48633 3.63463 4.48617
C -3.26881 3.15825 3.20188
C -3.39886 2.42946 0.12014
C -2.98028 3.36923 -0.81121
C -3.92218 4.10113 -1.52207
C -5.27503 3.90450 -1.30198
C -5.69842 2.97258 -0.36235
C -4.76534 2.23549 0.34667
H -4.58514 -3.92063 0.75852
H -4.75910 -2.31220 -1.11397
H -3.82719 -0.05065 -0.89117
H -2.56007 -0.98208 3.10274
H -3.50624 -3.22758 2.87341
H -1.20790 0.57180 3.96507
H -1.62599 1.40463 6.21980
H -3.07871 3.37612 6.57450
H -4.09935 4.51389 4.63001
H -3.69837 3.68586 2.36116
H -1.92542 3.54484 -0.96878
H -3.59040 4.84148 -2.23788
H -6.00271 4.48389 -1.85414
H -6.75336 2.82284 -0.17703
H -5.10321 1.51621 1.08426
C 1.97132 0.34663 -0.55333
Ge 2.80039 -1.37572 -1.10189
C 4.65458 -0.81831 -1.40228
C 5.69900 -1.65522 -1.01505
C 7.01964 -1.27488 -1.19950
C 7.31599 -0.04738 -1.77222
C 6.28702 0.80017 -2.15726
C 4.96871 0.41592 -1.97090
C 2.75027 -2.72548 0.30606
C 3.17542 -2.33978 1.57947
C 3.20123 -3.24509 2.62818
C 2.80670 -4.55847 2.41895
C 2.40121 -4.96208 1.15638
C 2.37689 -4.05247 0.10879
C 1.83713 -1.75114 -2.77943
C 0.92790 -2.78996 -2.97099
C 0.18743 -2.89340 -4.14042
C 0.33963 -1.94952 -5.14721
C 1.25333 -0.91916 -4.98359
C 1.99436 -0.82869 -3.81386
H 1.97723 0.98082 -1.44559
H 5.48314 -2.61454 -0.55775
H 7.81806 -1.93719 -0.89271
H 8.34603 0.25026 -1.91618
H 6.51144 1.76192 -2.59955
H 4.18370 1.10575 -2.26687
H 3.50226 -1.32012 1.75693
H 3.53496 -2.92705 3.60704
H 2.82814 -5.26869 3.23463
H 2.11532 -5.99080 0.98184
H 2.08959 -4.40233 -0.87554
H 0.78745 -3.54133 -2.20301
H -0.49823 -3.72087 -4.27269
H -0.23344 -2.03069 -6.06113
H 1.40121 -0.19270 -5.77213
H 2.71820 -0.02577 -3.72045

Summary:
- Spin multiplicity: 1
- ΔE to the lowest compared entry with this formula, charge and spin: 63.5 kJ/mol
- Frontier orbital gap: 0.2617 Eh
- HOMO: -11.18 eV
- Net charge: +1